Entry 1:
DFT (wB97M-V/def2-TZVPD) results for a single C4H5NO molecule.

Atoms and positions in Å:
O 0.1234 1.4152 0.0258
N -1.1535 1.7222 -0.1760
C -1.0219 -0.6233 -0.1164
C 1.7392 -0.5217 0.2414
C -1.8655 0.6524 -0.2716
C 0.2579 -0.2396 0.0578
H -2.9499 0.7635 -0.4621
H -1.5614 -1.5789 -0.1640
H 2.2438 0.1219 -0.4865
H 2.0390 -0.1748 1.2371
H 2.1488 -1.5370 0.1144

Results
DFT total energy ... -7763.8331 eV
HOMO level ... -9.639 eV
Max |F| ... 3.78 eV/A
Lowest unoccupied orbital energy ... 0.92 eV
Charge ... 0
Structure (SMILES) ... Cc1ccno1
Energy relative to the best compared isomer or geometry (same formula, charge and spin) ... 259.87 kJ/mol

Atomic partial charges in e from the Mulliken method, atoms 1 to 2: O -0.213; N -0.278


Entry 2:
DFT (wB97M-V/def2-TZVPD) results for a single C4H5NO molecule.

Atoms and positions in Å:
O 0.8104 0.5551 1.7038
N 2.1759 -0.8393 0.3911
C 2.8435 0.0323 -0.0893
C -1.4900 0.1940 -0.0894
C -0.0490 -0.1151 -0.4718
C 0.9171 -0.0250 0.6736
H 0.0681 -1.1337 -0.8451
H -1.6234 1.2242 0.2517
H -2.1372 0.0359 -0.9562
H -1.8300 -0.4718 0.7081
H 0.3047 0.5437 -1.2820

Results
DFT total energy ... -7764.5702 eV
HOMO level ... -11.242 eV
Max |F| ... 1.56 eV/A
Lowest unoccupied orbital energy ... 0.18 eV
Charge ... 0
Energy relative to the best compared isomer or geometry (same formula, charge and spin) ... 188.75 kJ/mol

Atomic partial charges in e from the Mulliken method, atoms 1 to 2: O -0.435; N -0.193


Entry 3:
DFT (wB97M-V/def2-TZVPD) results for a single C4H5NO molecule.

Atoms and positions in Å:
O 1.9325 0.6808 -0.3428
N -0.1180 1.0640 0.5523
C -1.3270 0.4955 0.0802
C -1.0978 -0.8480 -0.0715
C 0.8429 0.1627 0.2680
C 0.3078 -1.1139 0.1693
H 2.2607 -0.0826 -0.8292
H -1.8053 1.2102 -0.5769
H -1.8302 -1.5995 -0.3473
H 0.0737 2.0557 0.5364
H 0.7606 -2.0248 0.5615

Results
DFT total energy ... -7764.1920 eV
HOMO level ... -7.468 eV
Max |F| ... 1.64 eV/A
Lowest unoccupied orbital energy ... 0.76 eV
Charge ... 0
Structure (SMILES) ... Oc1ccc[nH]1
Energy relative to the best compared isomer or geometry (same formula, charge and spin) ... 225.24 kJ/mol

Atomic partial charges in e from the Mulliken method, atoms 1 to 2: O -0.515; N -0.153


Entry 4:
DFT (wB97M-V/def2-TZVPD) results for a molecular structure, C4H5NO.

Atoms and positions in Å:
O 1.8233 1.0609 0.3159
N 0.7788 -1.2347 0.1070
C -0.1189 -0.0777 0.2532
C 1.7404 -0.5980 -0.3207
C 0.5193 1.0804 0.5292
C -1.5250 -0.3363 -0.1062
H 0.0037 1.9429 0.9454
H -2.1036 0.5579 0.1252
H -1.9018 -1.1890 0.4558
H 2.4482 -0.6594 -1.1249
H -1.6643 -0.5470 -1.1799

Results
DFT total energy ... -7763.2997 eV
HOMO level ... -8.157 eV
Max |F| ... 3.10 eV/A
Lowest unoccupied orbital energy ... 0.70 eV
Charge ... 0
Energy relative to the best compared isomer or geometry (same formula, charge and spin) ... 311.34 kJ/mol

Atomic partial charges in e from the Mulliken method, atoms 1 to 2: O -0.483; N -0.364


Among the records above, which one has the highest DFT total energy?
number 4


Look up the DFT total energy of the third one.
-7764.1920 eV